Record 1
# C35H52OP4SeV

C35H52OP4SeV as an isolated structure in a non-equilibrium geometry (ωB97M-V/def2-TZVPD, the OMol25 dataset).

Results
frontier orbital gap (spin up / spin down) = 4.9 / 4.2 eV
⟨S²⟩ = 0.798
2S+1 = 2
highest occupied orbital energy (spin up / spin down) = -0.67229 / -0.66993 Eh
LUMO energy (spin up / spin down) = -13.3583 / -14.0368 eV
total energy = -167333.828 eV
total charge = +4

```
94
Properties=species:S:1:pos:R:3:forces:R:3
Se 0.117483 1.194983 -3.281358 0.1909 -1.1905 -0.6732
V -0.190978 -0.256310 -1.000051 -0.0223 0.2984 -1.1097
P -0.155101 -1.356168 4.234053 -0.2659 1.8892 -0.7883
P 0.197992 1.558382 0.609716 0.3120 2.3910 1.6514
P 2.078572 -0.890022 -1.117178 2.6959 -0.9010 -0.1384
P -2.546298 0.131066 -1.123309 -3.0669 0.3015 -0.2316
O -0.185859 -1.453519 2.726994 -0.0967 -0.5752 0.1569
C -1.663294 -0.589854 4.871777 -0.0029 -0.4805 0.2970
C 2.302810 1.619078 5.659723 -0.0878 -0.1282 -0.2275
C 0.768424 -0.304033 -7.795501 0.0244 0.2735 0.3341
C -3.052962 1.853948 -1.448918 0.3068 0.1677 0.0609
C 1.047397 -4.773079 6.174751 1.5837 1.7782 -0.6714
C 1.073408 -3.530276 5.531059 0.6656 -1.2911 0.8963
C 0.381624 -1.239979 -6.827221 0.0547 0.4144 0.3198
C -0.116798 -2.968534 5.048272 0.8885 0.0469 -0.1947
C -1.113859 1.800041 1.866827 -0.2666 -0.3762 -0.0254
C -2.924549 0.508038 6.630629 0.1493 -0.0570 -0.0572
C 1.155805 0.882084 5.339953 0.3061 -0.1162 0.1633
C -1.349255 -4.911515 5.832069 -0.9441 1.2614 -0.8610
C -0.580853 -2.225601 -0.394022 -0.0173 -0.9696 -2.6221
C -0.163888 -5.455024 6.346226 -0.7751 -0.6600 0.2111
C 3.569697 1.130893 5.325937 -0.2029 -0.0002 -0.0456
C 1.275610 -0.379825 4.732863 0.1483 0.0515 0.0721
C 2.624104 -2.238820 -2.241560 -0.5276 -0.0661 -0.2406
C 2.552431 -0.836826 4.346969 0.1218 0.1727 0.2645
C 1.673838 1.512979 1.691027 0.2661 -0.5190 -0.0502
C -1.320258 -3.685773 5.159153 -1.3273 -1.9035 0.8410
C -4.049237 0.553150 5.801184 0.1808 -0.0199 -0.1255
C 0.344519 3.251978 -0.091011 -0.0627 -0.2411 -0.4237
C -3.497538 -0.346924 0.358917 0.1921 0.0172 0.2857
C 3.692292 -0.090274 4.653474 -0.2717 -0.1236 -0.1013
C 0.908063 1.415209 -6.085394 -0.1327 0.1690 0.3501
C -2.816722 -0.612113 4.069498 -0.1160 0.2164 0.0065
C -1.738789 -0.079656 6.178375 -0.3159 0.0879 0.0460
C 0.236003 -0.849362 -5.485848 -0.1134 -0.0330 0.1247
C 0.475529 0.479668 -5.132252 0.2608 0.2969 -0.4813
C -0.620775 -2.177301 -1.855209 -0.4775 -1.4430 1.8115
C 1.046001 1.022588 -7.422594 -0.1024 -0.3902 0.3083
C 3.262880 0.420126 -1.581890 -0.1544 0.3527 -0.0690
C -3.495314 -0.751241 -2.428900 0.4020 -0.1797 -0.1179
C 2.598587 -1.516241 0.517846 0.0140 0.0176 0.3384
C -3.997026 -0.017200 4.522104 0.2242 -0.1974 -0.0420
H -4.137167 1.855273 -1.625298 0.2788 0.0529 0.0671
H 4.460014 1.709370 5.574894 -0.2417 -0.1857 -0.0290
H 1.119496 2.442944 -5.780018 -0.0727 -0.2524 -0.2650
H 0.855405 -0.602744 -8.841605 -0.0102 0.0736 0.3447
H 1.366009 1.752710 -8.168595 -0.1051 -0.2317 0.2742
H 3.055211 -2.503183 0.378900 -0.0173 0.2163 0.0767
H -0.461687 -0.192182 -3.013527 -0.2084 -0.0127 0.2958
H -4.969870 1.025151 6.148495 0.2879 -0.1617 -0.0718
H -0.181852 -6.416968 6.861338 0.0028 0.2279 -0.1094
H -3.548321 -1.822220 -2.197749 -0.0693 0.2268 -0.0750
H -2.240087 -3.271361 4.743549 0.2217 -0.1368 0.1696
H -2.781422 -1.101561 3.091334 0.0262 0.2395 0.2998
H 3.332452 -0.829947 0.952537 -0.0702 -0.2020 -0.0401
H -4.566553 -0.198800 0.157017 0.2504 -0.0211 -0.0018
H -3.317940 -1.401610 0.596970 -0.1599 0.2122 -0.0434
H -2.957063 0.941020 7.631638 -0.0614 -0.1777 -0.2877
H 1.750586 -1.609693 1.209807 0.2053 0.0624 -0.0616
H 3.724448 -2.240899 -2.276305 -0.3803 0.0309 0.1238
H -0.608681 3.564361 -0.535537 0.2473 -0.0087 0.0747
H -3.201050 0.262437 1.218169 -0.1363 -0.1527 -0.1396
H -0.753555 2.513060 2.622272 -0.0167 -0.1360 -0.2937
H 1.977918 -5.204657 6.545237 -0.2692 0.0893 -0.0600
H 2.235107 -2.081097 -3.256713 0.1907 -0.0169 0.1764
H 1.122137 3.272163 -0.864578 -0.1327 0.1141 0.1784
H 2.657102 -1.784552 3.813685 0.0281 0.2505 0.1125
H 1.686774 2.422153 2.309367 -0.1062 -0.1882 -0.2741
H 3.456942 1.103511 -0.747584 -0.0030 -0.1321 -0.2548
H -1.320067 0.840756 2.356918 0.0227 0.2384 -0.0320
H 2.851038 0.990386 -2.426454 0.2994 -0.1780 0.2298
H -3.018624 -0.614163 -3.407416 -0.1771 -0.0318 0.1205
H -0.874883 -0.137306 6.841450 -0.2649 0.0682 -0.1090
H 2.599297 1.464222 1.105690 -0.2261 0.0888 0.2054
H -4.877357 -0.016652 3.875753 0.2148 0.0060 0.2927
H -4.518959 -0.352148 -2.465499 0.3345 -0.0275 0.0894
H -2.818861 2.509846 -0.602830 -0.0978 -0.0994 -0.2168
H 2.271893 -3.210237 -1.870407 0.0969 0.2087 -0.0967
H -1.526763 -2.319572 0.150526 0.3205 0.5190 -0.0555
H -1.599476 -2.263839 -2.346056 0.5937 0.1740 0.1777
H 0.176201 1.286286 5.585304 0.2932 -0.0556 -0.0394
H 0.254397 -2.705094 0.123302 -0.1158 0.3694 -0.1630
H -2.033982 2.192834 1.415660 0.2677 -0.0664 0.1522
H 2.195218 2.579053 6.166647 0.0781 -0.2719 -0.1531
H -2.532582 2.219558 -2.343217 -0.2390 -0.0061 0.1715
H -0.074961 -1.567407 -4.725351 0.0053 0.0280 -0.3026
H -2.295845 -5.437800 5.951798 0.2813 0.0902 -0.0288
H 4.199871 -0.064362 -1.891237 -0.2302 0.2114 0.1776
H 1.617412 0.641416 2.353536 0.0418 0.1553 -0.1409
H 2.015097 -2.996191 5.422176 -0.2601 -0.2075 0.1651
H 0.616852 3.942039 0.721002 -0.1071 -0.2342 -0.2300
H 0.196167 -2.656237 -2.409706 -0.2886 0.5053 0.1714
H 4.672941 -0.475160 4.375347 -0.2050 0.1503 0.0942
H 0.181207 -2.271947 -7.110513 0.0453 0.2431 0.0915
```
Positions in Å, forces in eV/Å.

=====

Record 2
# C35H53N3O4S

A 3-piece molecular cluster, C35H53N3O4S overall in a non-equilibrium geometry (ωB97M-V/def2-TZVPD, the OMol25 dataset).

Results
frontier orbital gap (spin up / spin down) = 8.3 / 7.8 eV
⟨S²⟩ = 2.008
2S+1 = 3
highest occupied orbital energy (spin up / spin down) = -0.28727 / -0.28727 Eh
LUMO energy (spin up / spin down) = 0.4932 / -0.0143 eV
total energy = -60646.923 eV
total charge = 0

```
96
Properties=species:S:1:pos:R:3:forces:R:3
S -5.664056 3.183231 -1.751557 0.1642 -0.0947 0.1108
O 2.322027 4.815517 -1.866369 -0.7038 0.1941 -0.8250
O 1.856548 -1.454978 2.931610 0.5886 -0.7033 -0.0347
O -2.705993 -4.113053 -1.081792 0.5817 -0.2002 -0.6869
O 1.141882 5.829338 -3.520548 -0.4804 -0.9110 0.6315
N -1.454331 -4.361339 -0.786115 -2.6096 0.7138 1.3504
N 3.083308 -1.204159 3.314015 -2.6429 1.3942 -0.3287
N -4.246370 3.075711 -4.304072 0.3697 -0.0160 0.6753
C -1.192601 -4.169014 2.138957 0.0552 -0.0400 -0.0655
C 0.010686 -6.193812 0.044986 0.2910 0.2134 0.1313
C -5.087033 0.432509 -1.812600 -0.1872 -0.2241 0.7509
C 2.198055 -1.812914 5.575026 -0.4879 -0.2272 -0.4646
C 3.133511 1.215402 2.626974 -0.4073 0.1338 0.4142
C -3.918867 5.335343 -1.343622 0.7078 0.3433 0.0017
C 2.609537 2.361420 -3.304926 -0.5623 -0.1481 -0.2739
C -4.344577 4.325092 -2.193962 -0.5338 -1.1031 -0.3050
C -3.787850 0.645666 -4.221694 0.3780 0.2918 -0.6717
C -2.722718 4.943333 -3.861005 -0.0544 0.1573 0.2475
C -4.987985 1.664727 -2.442162 0.3446 1.1299 -0.4692
C -4.326424 1.813244 -3.672497 -0.3622 -1.2555 0.3638
C -1.216953 -1.878055 -0.983839 -0.7016 -0.1213 -0.3702
C 3.391976 -0.571986 0.913834 -0.6708 -0.4218 -0.0526
C -4.540427 -0.733479 -2.361244 -0.0898 1.0131 -0.4659
C -2.285798 5.961752 -3.012360 0.3924 0.7911 -0.3708
C 3.045863 -0.831462 4.758834 1.2172 -0.3489 1.7310
C 3.192118 1.630592 4.095360 0.0413 -0.0665 0.0043
C -1.875655 -5.365893 1.481317 -0.1951 0.5469 0.1982
C 2.515434 0.589036 4.983312 -0.1913 0.3491 -0.4567
C 1.681482 4.717235 -2.887410 0.9910 -0.3645 0.3651
C -0.870168 -3.129320 -0.175354 1.9097 0.9984 -0.0279
C 1.413405 3.332041 -3.505193 0.3293 0.1875 -0.4383
C -3.769540 4.109496 -3.456061 0.3102 0.6540 -0.0187
C 0.145972 6.388347 -2.623124 -0.6310 0.4586 0.1751
C 3.664692 -0.200540 2.372342 1.9211 0.3841 -0.8451
C 4.454446 -0.957942 5.376485 0.2827 0.1995 -0.1490
C -1.415822 -5.605009 0.038598 1.2593 -1.7067 0.1666
C -1.329563 -2.919972 1.272440 -0.3830 -0.3036 0.3018
C 5.210673 -0.202951 2.487187 0.2150 0.0051 0.2468
C -1.114793 6.887498 -3.399706 -0.2558 -0.9839 0.3704
C 0.676036 -3.198589 -0.221357 0.2799 -0.3023 0.0750
C -2.865264 6.166531 -1.755901 -0.5045 -0.5301 -0.1953
C -3.880804 -0.587631 -3.589738 -0.2372 -0.7885 0.6001
C -2.269776 -6.718922 -0.576410 -0.5115 0.3488 -0.3376
H 1.111968 -3.579899 0.701813 -0.0034 -0.0561 -0.0413
H 1.115187 -2.212827 -0.370015 -0.1981 0.0585 0.0688
H -1.989823 -6.899282 -1.616519 -0.0094 0.0546 0.0185
H -4.624904 -1.700706 -1.860845 0.0772 0.3700 -0.1922
H -0.714801 -1.003426 -0.569028 0.1500 -0.1809 0.1458
H -2.282655 -1.652432 -0.974481 0.0150 -0.1593 -0.0611
H 0.536757 7.200630 -1.989991 0.3172 -0.3619 -0.3775
H 1.437374 0.615026 4.791176 0.0287 -0.1572 -0.0830
H 1.137852 -1.752982 5.329581 0.0726 -0.0313 -0.1544
H -2.127510 -7.650581 -0.027656 0.1782 0.1177 0.0946
H -0.920470 6.854830 -4.483403 -0.0600 0.1173 0.4183
H 5.680794 -0.003572 1.523948 -0.1914 0.0510 -0.0462
H -4.360577 5.476714 -0.352639 0.0441 -0.1975 -0.4266
H -1.643416 -3.984229 3.116771 0.0281 0.0015 -0.0130
H 2.247174 1.318675 -3.344740 0.1352 0.4304 0.1192
H -0.899469 -1.982529 -2.024598 -0.0221 -0.0348 0.0230
H 0.499069 2.939877 -3.025419 0.2978 0.2429 -0.0482
H 3.891820 0.124508 0.240157 0.1387 0.0816 0.2258
H -2.240484 4.814687 -4.837563 -0.2182 -0.0110 0.3444
H 2.528826 -2.841870 5.418246 -0.0069 0.0349 -0.0454
H 2.286789 -1.593968 6.639591 0.1748 0.1344 -0.0730
H -1.693939 -6.261901 2.079741 0.0569 -0.0980 -0.1905
H -2.379255 -2.605365 1.284248 -0.0056 -0.0554 -0.1790
H 4.893924 -1.930269 5.146561 -0.0348 0.0184 -0.0385
H 2.694092 2.594665 4.220473 0.0252 -0.0136 -0.0058
H 3.101875 2.536095 -2.340164 -0.0641 -0.0478 -0.3901
H 4.227912 1.784201 4.411280 0.0001 -0.0372 -0.0151
H 4.402597 -0.869693 6.462367 -0.1756 -0.0259 -0.0330
H 0.007966 -7.192085 0.484875 -0.1810 0.0177 -0.0270
H 0.398638 -6.283682 -0.971381 -0.0362 0.0429 0.0058
H 1.026512 -3.816095 -1.050330 -0.0879 -0.0363 0.0187
H 3.695904 1.933509 2.024993 0.0817 -0.1821 -0.0943
H -2.958833 -5.203523 1.501167 0.0174 0.0237 -0.1817
H 1.196799 3.397905 -4.584144 -0.0758 0.2466 0.4461
H -3.443534 -1.502027 -4.002541 -0.0392 0.5465 -0.2034
H 5.145473 -0.184528 5.049630 0.0004 -0.0495 -0.0809
H -3.718805 3.045651 -5.168353 -0.1002 -0.0884 0.0843
H 5.588989 0.560614 3.166510 -0.0240 -0.0850 0.0820
H 3.760877 -1.576135 0.690523 -0.0281 0.0113 0.0360
H -1.412440 7.902961 -3.091626 0.4436 -0.2803 -0.2507
H 2.641743 0.868501 6.031859 0.0642 -0.2061 0.0311
H 2.093333 1.285049 2.290737 0.0103 -0.1716 -0.0165
H 3.304854 2.466689 -4.154172 -0.0330 0.1073 0.5601
H -0.169643 5.567258 -1.956911 0.0742 0.5108 -0.0846
H -3.335668 -6.494454 -0.542850 0.0657 0.1379 -0.0856
H -0.761637 -2.102771 1.724670 0.1142 0.0024 -0.2036
H -0.138964 -4.390209 2.330985 0.0005 0.0262 -0.0337
H 0.719440 -5.613960 0.631543 -0.0076 0.0642 -0.0760
H -3.273838 0.721880 -5.188380 -0.1329 -0.1005 0.3572
H -5.595262 0.415610 -0.841040 0.1931 -0.1135 -0.3783
H 5.585064 -1.173362 2.815769 -0.0620 0.0161 0.0325
H 2.331678 -0.534283 0.662865 0.0033 -0.0986 0.1643
H -2.479631 6.955069 -1.103946 -0.2375 -0.2333 -0.2047
```
Positions in Å, forces in eV/Å.

=====

What is the total charge in the first record? +4